{"formula": "C9H12FIrO4S5Sb", "method": "the ωB97M-V functional and the def2-TZVPD basis", "species": ["Ir", "S", "Sb", "S", "S", "F", "C", "C", "C", "C", "C", "C", "C", "H", "H", "H", "H", "H", "H", "C", "C", "O", "H", "H", "H", "H", "H", "H", "O", "S", "O", "O", "S"], "xyz": [[-0.178, -1.289, 0.377], [-5.233, -0.686, -0.365], [-3.254, -1.462, -1.259], [-2.059, -2.609, 0.565], [-1.475, 0.162, -0.607], [0.679, 4.769, 3.119], [0.374, 3.449, 2.925], [1.394, 2.523, 2.916], [1.073, 1.185, 2.720], [-0.248, 0.780, 2.531], [-0.581, -0.659, 2.298], [-1.249, 1.753, 2.548], [-0.947, 3.092, 2.745], [2.419, 2.845, 3.051], [1.859, 0.441, 2.673], [-1.620, -0.877, 2.536], [0.110, -1.303, 2.848], [-2.276, 1.453, 2.374], [-1.718, 3.852, 2.746], [0.247, 0.056, -4.110], [0.339, -1.457, -4.180], [-0.681, -2.057, -3.401], [1.056, 0.517, -4.685], [0.325, 0.379, -3.071], [-0.711, 0.402, -4.505], [1.323, -1.781, -3.827], [0.228, -1.800, -5.217], [-0.250, -2.488, -2.645], [1.798, -0.504, -0.774], [2.374, -1.757, -0.207], [3.740, -2.022, -0.594], [2.138, -1.736, 1.262], [1.006, -3.169, -0.787]], "atomic_forces_ev_per_a": [[-0.553, -0.819, -0.572], [0.061, -0.045, -0.052], [-0.425, 0.048, 0.239], [-0.036, -0.143, 0.221], [0.057, 0.292, -0.152], [0.003, -0.021, 0.001], [-0.034, 0.027, 0.019], [-0.011, -0.032, 0.018], [0.030, 0.069, -0.044], [0.005, -0.142, 0.065], [0.186, 0.479, -0.247], [0.022, -0.004, -0.008], [0.027, 0.011, 0.000], [0.000, 0.010, -0.011], [-0.010, -0.011, -0.017], [0.034, -0.046, 0.107], [-0.138, -0.075, 0.091], [0.006, -0.006, -0.015], [0.007, 0.009, 0.003], [0.047, 0.009, 0.014], [0.016, 0.066, 0.100], [0.111, -0.214, -0.241], [-0.020, 0.011, -0.021], [0.017, -0.005, -0.007], [-0.006, -0.008, 0.007], [-0.004, -0.002, 0.006], [0.008, 0.005, 0.001], [-0.069, 0.142, 0.062], [0.251, 0.020, 0.321], [0.274, 0.309, 0.208], [-0.043, -0.066, -0.073], [0.253, -0.081, -0.024], [-0.068, 0.213, 0.001]], "charge": -2, "e_tot_ev": -83991.48192, "s_squared": 0.76, "multiplicity": 2, "max_force_ha_per_bohr": 0.02221}